Record 1
The following is a DFT calculation (ωB97M-V/def2-TZVPD) of an isolated ion of composition C2H4ClN2 and charge +1 in a non-equilibrium geometry.

```
9
Properties=species:S:1:pos:R:3:forces:R:3
C -0.90452 -1.65073 0.02147 -0.630 -0.667 0.115
N -0.24402 -0.62364 -0.20029 0.581 0.513 0.006
C 0.62760 0.27479 -0.03840 -0.644 6.023 -0.687
N 0.31879 1.81329 -0.21783 0.666 -5.860 0.224
Cl 2.26395 -0.07266 0.10627 -0.139 -0.130 0.036
H -1.30118 -2.23055 -0.80751 -0.005 0.046 -0.096
H -1.12714 -1.98351 1.03573 0.075 0.129 0.037
H -0.65064 2.05834 -0.08497 -0.061 0.003 0.133
H 1.01715 2.41466 0.18552 0.157 -0.056 0.234
```
Forces are in eV/Å.

The frontier orbital gap is 10.0 eV. The HOMO energy comes out at -0.57424 Ha. The calculated total energy is -647.985552 hartree. The charge is +1. As for the spin multiplicity: 1. Its energy above the lowest of the compared OMol25 structures with the same formula, charge and spin is 0.501 eV.

Record 2
The following is a DFT calculation (ωB97M-V/def2-TZVPD) of one molecule with the formula C2H4ClN2P in a non-equilibrium geometry.

```
10
Properties=species:S:1:pos:R:3:forces:R:3
Cl 1.94230 0.99353 0.74232 1.727 0.740 0.748
C 0.65712 0.02808 0.33023 -2.697 -4.673 -1.534
C -0.06163 0.47958 -0.97396 -0.693 2.346 0.806
N -0.42086 -0.53627 -1.88742 0.322 -1.135 -0.409
P 0.09901 -1.95240 -1.48277 -0.571 -0.830 -1.287
N 1.00255 -1.64997 -0.18116 0.493 3.929 2.398
H -0.05018 -0.19141 1.17499 0.920 0.518 -0.665
H -1.11383 0.89597 -0.69396 2.162 0.339 -0.254
H 0.69820 1.22497 -1.41894 -1.707 -0.676 0.300
H 1.19902 -2.18403 0.64463 0.044 -0.558 -0.103
```
Forces are in eV/Å.

The frontier orbital gap is 9.9 eV. The HOMO energy comes out at -0.33843 Ha. The calculated total energy is -989.613262 hartree. The charge is 0. As for the spin multiplicity: 1. Its energy above the lowest of the compared OMol25 structures with the same formula, charge and spin is 1.749 eV.

Repeat the first record exactly.
The following is a DFT calculation (ωB97M-V/def2-TZVPD) of an isolated ion of composition C2H4ClN2 and charge +1 in a non-equilibrium geometry.

```
9
Properties=species:S:1:pos:R:3:forces:R:3
C -0.90452 -1.65073 0.02147 -0.630 -0.667 0.115
N -0.24402 -0.62364 -0.20029 0.581 0.513 0.006
C 0.62760 0.27479 -0.03840 -0.644 6.023 -0.687
N 0.31879 1.81329 -0.21783 0.666 -5.860 0.224
Cl 2.26395 -0.07266 0.10627 -0.139 -0.130 0.036
H -1.30118 -2.23055 -0.80751 -0.005 0.046 -0.096
H -1.12714 -1.98351 1.03573 0.075 0.129 0.037
H -0.65064 2.05834 -0.08497 -0.061 0.003 0.133
H 1.01715 2.41466 0.18552 0.157 -0.056 0.234
```
Forces are in eV/Å.

The frontier orbital gap is 10.0 eV. The HOMO energy comes out at -0.57424 Ha. The calculated total energy is -647.985552 hartree. The charge is +1. As for the spin multiplicity: 1. Its energy above the lowest of the compared OMol25 structures with the same formula, charge and spin is 0.501 eV.

The lowest HOMO energy belongs to which entry? C2H4ClN2